The following is a quantum chemistry calculation of C65H74Br2O4PTi as an isolated structure, from the OMol25 dataset.

Properties
- calculated total energy (Ha) = -9161.047278
- Kohn-Sham gap (eV) = 7.34
- charge = +1
- LUMO level (eV) = -3.024

The geometry in XYZ format:
```
147
Properties=species:S:1:pos:R:3:forces:R:3:lowdin_charge:R:1
H 3.207066 3.707544 2.725088 0.011 0.012 0.004 0.112
H 2.100482 4.292439 0.584174 -0.002 0.011 0.007 0.114
H 1.156313 -7.386367 3.454889 -0.013 -0.002 -0.015 0.083
C 2.380266 -3.237226 0.600497 0.022 -0.093 -0.092 -0.131
H 2.630196 -7.788326 4.322792 0.002 -0.010 0.000 0.089
H -4.999503 -3.337879 -4.791961 -0.004 -0.004 0.008 0.067
H -4.339892 -7.427423 -1.649915 -0.010 -0.006 0.006 0.089
O 0.396580 -2.029846 0.064071 0.408 -0.808 0.196 -0.161
H -6.054233 -6.928466 0.184604 -0.006 -0.008 0.002 0.089
P 0.833493 -0.666290 3.040514 -0.031 0.178 0.084 1.145
H -2.665847 -5.323056 0.948872 -0.010 -0.025 0.031 0.124
H 2.750209 1.537640 3.792804 0.002 -0.009 -0.016 0.117
C -1.668180 -0.387115 -2.650494 0.159 0.347 0.197 -0.206
C -3.781974 -6.555564 -1.304723 -0.009 0.006 -0.019 -0.041
C 2.832637 0.799900 -1.560760 -0.076 0.009 0.072 0.000
C -2.005803 0.832558 6.401593 0.026 -0.030 -0.042 -0.075
C -1.228534 1.759840 5.725143 0.005 -0.013 -0.002 -0.069
H 5.290093 -2.847561 5.870922 0.010 -0.018 0.000 0.108
H 0.642216 2.673051 -0.527124 -0.012 0.008 -0.014 0.046
C -2.925493 -4.351917 0.546153 0.036 0.043 -0.048 0.040
H -2.570951 -1.154402 -7.623080 -0.005 0.022 -0.006 0.090
C -2.604335 -0.097077 1.910167 0.115 -0.032 -0.003 -0.004
C -4.254024 -2.979348 -0.864967 0.049 0.009 -0.063 0.046
H 0.232350 2.105593 4.214644 0.057 -0.005 -0.025 0.095
C -3.047707 -1.387290 -4.871402 0.064 0.020 0.013 -0.148
H -5.717148 -1.027973 -5.528571 0.000 -0.003 0.005 0.077
C 1.091135 2.410142 0.424442 -0.062 0.005 -0.069 -0.166
O -0.996344 0.122183 -1.555599 -0.377 -0.124 -0.492 -0.193
H -6.533438 -4.477121 -1.540659 -0.007 0.009 0.010 0.089
H 2.181018 -6.140484 -2.832693 0.008 -0.001 0.009 0.077
Br -0.956787 3.443125 -2.957940 0.029 -0.040 0.030 0.647
H -4.805980 -0.394746 -1.399753 -0.008 -0.016 0.039 0.135
H -5.032894 -2.847436 -1.603365 -0.014 0.009 0.001 0.109
Ti -0.080266 -0.363209 -0.117629 0.256 0.409 0.210 1.135
C 2.978292 -4.292587 1.269396 -0.001 -0.025 -0.016 0.029
C 2.791537 -3.475627 -2.504005 -0.017 -0.008 -0.009 0.043
C 1.742818 -6.006502 -3.822434 0.007 -0.015 -0.003 -0.038
C 1.517095 -2.478575 -4.251087 -0.026 0.003 0.037 0.050
H 2.200601 -3.946395 -6.561706 0.015 0.003 -0.007 0.090
H 3.757912 -0.503236 2.645832 -0.006 0.034 0.046 0.096
H -2.815438 -0.738447 2.765244 -0.011 0.040 -0.005 0.107
C 2.081833 -6.970077 3.854924 0.017 0.004 0.019 -0.061
H 3.065293 1.190728 -0.573841 0.002 -0.004 -0.031 0.088
H 3.831796 -6.975512 0.876659 0.012 0.003 -0.006 0.081
H -1.155251 -1.192006 -5.867501 0.004 -0.011 -0.035 0.109
H 2.276426 -7.733663 1.230382 -0.016 0.006 -0.004 0.090
H -3.527371 0.254299 1.452605 -0.002 0.011 0.043 0.096
C 2.236234 -3.568091 -3.781505 0.012 0.008 -0.013 -0.139
H -1.009039 -1.961492 4.794396 0.012 0.016 -0.014 0.090
H -2.685256 1.152455 7.179348 -0.015 0.012 0.014 0.107
C -3.969688 -4.242099 -0.372662 0.004 -0.042 0.059 -0.138
H -6.198627 -5.291301 0.837439 -0.008 0.010 0.001 0.092
H 4.411033 -4.324013 -5.260580 0.003 0.006 -0.019 0.093
H 1.946523 -5.688557 -6.514819 -0.003 -0.010 0.000 0.089
C 3.210888 -7.386487 1.674356 0.017 -0.014 -0.002 -0.039
H -5.301498 -4.795424 -2.774949 0.022 -0.004 -0.006 0.074
C 1.923477 3.327693 1.042554 0.020 -0.009 0.019 -0.062
H -1.977912 0.738208 2.217813 -0.027 -0.015 0.001 0.084
C -2.504712 3.771339 -1.864701 -0.091 0.013 -0.041 -1.018
C -5.032713 -1.112361 -6.373320 -0.009 0.022 -0.012 -0.042
C 1.771503 -4.758804 -5.972556 -0.010 0.012 -0.003 -0.064
C -3.027330 -0.662457 -2.546561 -0.096 -0.062 0.012 -0.121
H -2.115246 -2.796852 -7.140319 0.014 -0.004 0.009 0.083
C 3.150926 -2.718400 5.736381 0.052 -0.019 -0.049 -0.080
C 1.337605 -1.324548 -3.488269 0.017 -0.091 -0.006 -0.106
H 4.398826 -5.319107 -3.802711 0.000 0.009 0.017 0.078
C 3.177966 -2.329567 -0.303561 -0.030 0.019 0.028 -0.048
H 3.730349 -8.248796 2.096438 0.001 -0.014 0.010 0.089
H 1.864872 -6.941474 -4.371924 0.000 -0.009 -0.013 0.089
C -4.304811 -3.389886 -5.631936 -0.003 -0.006 -0.013 -0.041
C -2.198020 -3.259015 0.993054 -0.086 -0.199 -0.047 -0.106
H -3.364748 0.300023 -0.658365 0.000 0.041 -0.034 0.069
H 0.681730 0.722542 -3.468680 -0.029 0.009 0.006 0.093
C 2.946680 -6.337875 2.764140 -0.015 0.018 -0.034 -0.554
C 1.431600 0.856807 2.233956 0.022 0.114 -0.009 -0.398
H -3.196305 -6.171975 -2.141962 -0.003 0.008 -0.017 0.091
H -5.587886 -1.543342 -7.207945 -0.013 -0.003 -0.007 0.089
H 2.976000 -3.353562 6.594634 0.003 -0.001 0.024 0.109
C 2.072572 -2.185461 5.048602 -0.031 0.009 0.056 -0.086
C 1.013687 -3.036600 0.769663 -0.260 0.197 -0.143 -0.226
H -1.109745 -2.586556 2.698064 0.027 0.006 -0.060 0.072
C -2.536638 -2.015887 0.469024 0.014 0.163 0.170 -0.167
C -0.232032 0.008899 4.389208 0.027 -0.178 -0.062 -0.346
H -2.518406 -1.246513 6.573578 -0.010 -0.010 0.014 0.108
H 0.674381 -0.040299 -5.056285 0.032 0.012 0.012 0.133
C 4.448473 -2.441873 5.325800 -0.028 -0.036 0.005 -0.089
C -3.690792 -1.157560 -3.658529 0.003 0.041 -0.018 0.023
H -3.351834 3.285139 -2.331778 0.029 0.026 -0.002 0.003
C 4.280049 -5.915500 3.390850 0.021 -0.011 0.004 -0.041
C 0.841962 1.152629 0.990114 -0.171 -0.024 0.160 -0.236
C -3.741914 -0.551582 -1.220149 0.017 -0.011 -0.001 -0.059
H 0.325740 -5.453555 2.979593 -0.002 -0.010 0.036 0.108
C -5.776691 -5.189269 -1.874089 -0.011 -0.012 -0.007 -0.059
H 4.723366 -6.762854 3.916396 0.018 -0.003 0.000 0.089
H -3.560379 -2.527406 -8.108898 -0.001 -0.010 -0.001 0.089
H -1.300309 2.810649 5.972104 -0.007 0.019 0.008 0.108
C -3.820650 -1.991270 -6.041382 0.012 0.022 0.035 -0.556
C 3.904769 -5.150599 -4.759828 -0.006 0.000 -0.007 -0.042
C 4.656909 -1.652976 4.205705 -0.035 -0.007 -0.013 -0.073
H 3.158300 -1.312411 0.097363 0.016 -0.015 -0.003 0.115
C -1.910647 -0.510709 6.064151 0.009 0.050 0.018 -0.073
C 2.296189 1.774087 2.837100 -0.007 -0.002 0.069 -0.103
C 0.264677 -3.807249 1.645293 0.018 -0.065 0.193 -0.127
C -5.494813 -6.030188 0.451155 0.013 -0.005 -0.031 -0.038
C 0.914981 -4.851056 2.301761 -0.007 -0.042 -0.071 0.033
H -4.821118 -3.870321 -6.464786 -0.017 -0.003 -0.006 0.090
H 0.691330 -4.611518 -5.912825 -0.010 0.011 0.010 0.083
Br -2.357853 3.094675 -0.067084 -0.022 -0.003 0.051 0.676
C -1.697023 -1.065432 -4.940349 -0.086 0.030 0.015 0.037
H 3.334143 -4.317293 -2.088995 0.020 -0.008 -0.002 0.126
C 0.465601 -0.204602 -3.998478 -0.032 0.007 0.010 -0.057
H -3.465120 -4.022366 -5.337240 0.012 -0.004 -0.010 0.091
C -1.042528 -0.910363 5.060862 -0.031 -0.091 -0.002 -0.137
C 2.645820 -2.347708 -1.716142 -0.008 -0.055 0.009 -0.125
H 1.071357 -2.419977 5.387279 0.029 0.046 0.012 0.090
C 3.575373 -1.112017 3.523988 0.030 -0.046 -0.141 -0.105
H 1.053570 -2.512449 -5.227289 0.003 0.003 -0.036 0.110
H -3.089103 -6.893246 -0.534397 0.022 0.010 0.019 0.077
C -1.152638 -3.473150 2.058687 -0.008 0.105 0.016 -0.066
H 4.219020 -2.654786 -0.298566 0.001 -0.001 0.006 0.133
H -2.637236 4.842886 -1.791360 -0.016 -0.031 -0.029 -0.001
H -6.291763 -6.110703 -2.147442 -0.009 -0.002 0.000 0.091
C -0.348516 1.353430 4.729251 -0.023 0.063 -0.024 -0.076
H 0.674849 -5.820943 -3.694860 -0.015 0.008 0.001 0.090
H 4.037703 -4.455404 1.111305 0.007 -0.003 0.009 0.120
C 2.271551 -1.346706 3.953167 -0.007 0.102 -0.033 -0.335
C -0.996484 -0.552665 -3.853105 0.009 0.066 -0.139 -0.124
H 5.662384 -1.447876 3.862913 0.020 0.005 -0.001 0.107
H -4.748397 -1.374501 -3.562260 -0.006 -0.011 -0.003 0.117
C -3.531000 -1.852100 -0.477809 0.049 -0.045 -0.069 -0.109
H -4.803438 -6.290249 1.253348 0.013 -0.006 0.007 0.080
C 1.915248 -1.288722 -2.235797 -0.048 0.233 -0.036 -0.199
H -4.720169 -0.105757 -6.655696 0.012 0.004 -0.008 0.093
C 2.261983 -5.137062 2.115124 -0.028 0.057 0.012 -0.151
C -2.958034 -2.120548 -7.295876 -0.001 -0.025 -0.005 -0.062
H 4.037774 -6.049035 -5.364171 0.008 -0.017 -0.003 0.088
C 2.545619 2.999486 2.243553 -0.025 0.002 -0.054 -0.054
H 4.999431 -5.585620 2.640793 0.001 0.009 0.000 0.078
O -1.846718 -0.861948 0.941464 -0.004 0.024 -0.113 -0.268
C -4.752670 -5.488535 -0.779492 0.011 0.033 -0.007 -0.553
O 1.733740 -0.132769 -1.437787 0.094 -0.365 0.134 -0.241
H 1.829116 -6.248004 4.634168 0.005 0.012 0.011 0.088
H 4.137658 -5.102957 4.103069 -0.011 0.032 0.044 0.073
H 2.538309 1.611827 -2.226973 0.035 -0.004 0.019 0.105
H -1.501589 -4.294052 2.686118 -0.009 0.024 0.037 0.125
H 3.690127 0.271184 -1.971606 -0.001 0.020 -0.001 0.116
C 2.408996 -4.853669 -4.587025 0.006 0.006 0.033 -0.556
```
Positions in Å, forces in eV/Å.